This record from the OMol25 dataset describes a 2-piece molecular cluster, C6H9BrClNO2 overall in a non-equilibrium geometry. The level of theory is ωB97M-V/def2-TZVPD.

Calculated values
spin multiplicity	1
energy relative to the best compared isomer or geometry (same formula, charge and spin)	8.5	kcal/mol

```
20
C6H9BrClNO2, DFT ωB97M-V/def2-TZVPD
Br -0.1994 -2.4810 -1.2750
Cl 2.4644 -1.0473 -2.4660
O 1.4218 -1.9040 1.0045
O 3.2733 -0.8215 0.1835
N 1.9967 -1.4305 0.0585
C 0.1532 1.0332 0.0477
C 1.5583 -1.6526 -1.2087
C -0.5369 0.7943 -1.0704
C -1.9867 0.5401 -0.7065
C -0.4453 0.7693 1.3210
C -1.8989 0.8203 0.8500
H -1.9922 1.9517 0.8992
H 3.4382 -0.9092 1.0821
H -0.2106 1.3989 2.1678
H -0.2644 -0.3379 1.6731
H -2.7325 0.2452 1.4047
H -2.2579 -0.4887 -0.8516
H 1.2272 1.3851 0.0630
H -2.7658 1.1589 -1.1036
H -0.2424 0.9757 -2.0734
```

This record from the OMol25 dataset describes an isolated ion of composition C5H8N3 and charge +1 in a non-equilibrium geometry. The level of theory is ωB97M-V/def2-TZVPD.

Calculated values
spin multiplicity	1
net charge	+1
energy relative to the best compared isomer or geometry (same formula, charge and spin)	42.7	kcal/mol

```
16
C5H8N3, DFT ωB97M-V/def2-TZVPD
N -2.9284 0.0568 -1.6497
N 0.5827 -0.9788 0.8481
N 0.2926 -1.1400 -1.2528
C -0.2691 0.1590 0.6090
C 0.3911 1.4581 1.1692
C 0.9700 -1.5546 -0.2248
C -0.4646 0.2877 -0.9154
C -1.8165 0.1694 -1.4249
H -0.0347 1.1877 -1.3378
H -1.2266 -0.1538 0.9837
H 0.6199 1.1874 2.2506
H 0.3484 -1.4400 -2.1672
H 1.2917 1.9761 0.5882
H 1.5919 -2.3823 -0.3190
H 1.1265 -1.0792 1.6902
H -0.4749 2.2463 1.1527
```

This record from the OMol25 dataset describes an isolated ion of composition C2H3N4 and charge +1 in a non-equilibrium geometry. The level of theory is ωB97M-V/def2-TZVPD.

Calculated values
spin multiplicity	1
net charge	+1
energy relative to the best compared isomer or geometry (same formula, charge and spin)	56.6	kcal/mol

```
9
C2H3N4, DFT ωB97M-V/def2-TZVPD
N -0.0923 -0.3661 0.0204
N 1.5103 1.3858 0.0194
N 2.2174 -0.7741 -0.0657
N 2.1369 0.4831 -0.0338
C 0.8796 -1.0504 0.1757
C -1.3890 -0.0644 -0.0511
H -1.7318 -0.0904 -1.0868
H -2.0447 -0.4431 0.8382
H -1.4865 0.9197 0.1837
```

This record from the OMol25 dataset describes C42H55F4N8P2RbS as an isolated structure in a non-equilibrium geometry. The level of theory is ωB97M-V/def2-TZVPD.

Calculated values
spin multiplicity	1
energy relative to the best compared isomer or geometry (same formula, charge and spin)	14.5	kcal/mol

```
113
C42H55F4N8P2RbS, DFT ωB97M-V/def2-TZVPD
Rb 0.7081 0.1031 -0.6478
S 0.0539 4.0932 0.9780
P -2.5886 -0.8198 0.0465
P -0.2974 -1.4877 2.3861
F -2.2888 3.4206 -3.2100
F 0.4139 0.0053 -6.4860
F -0.4997 1.7773 -2.1214
F -1.3795 1.6720 -7.4809
N -4.0998 -2.6343 1.4342
N -2.1031 -3.3454 3.2296
N 0.0075 6.4346 -0.3515
N 1.0362 0.1338 -3.5868
N 0.1428 4.6582 -1.6359
N 3.0014 -0.9368 1.2652
N 3.1012 -1.7659 -2.3181
N 3.4089 1.5451 0.3194
C 0.0581 5.0842 -0.3498
C 4.0984 1.1909 1.4044
C 4.9980 -0.8615 2.5582
C -1.1565 1.6974 -6.1546
C -2.8846 -1.8905 -1.4979
C -3.2694 -4.0305 3.1999
C -1.9232 -2.3662 2.3717
C -4.2728 -2.5033 -1.6756
C -1.6252 2.5674 -4.0294
C -1.8288 -3.0020 -1.4519
C 4.3750 -1.8462 -1.6212
C 2.9412 -2.2416 1.4799
C 3.4693 2.8004 -0.1018
C -4.6491 -5.8165 4.0222
C -2.5995 -0.9714 -2.6915
C 2.0251 -0.6207 -4.3200
C 0.1259 6.9821 -1.6930
C -1.2453 -0.4720 4.8968
C -0.6811 -0.0330 3.5456
C -2.9333 -2.0381 1.4084
C 4.9082 -2.2209 2.8082
C 4.0207 -0.2466 1.7782
C -3.4688 -5.1285 4.0643
C 2.6773 -3.0914 -2.7429
C -4.2972 -3.6485 2.3080
C 0.5663 -2.6359 3.5407
C 3.8647 -2.9374 2.2470
C -0.7008 1.7216 -3.4818
C 3.2584 -0.8646 -3.4582
C 4.8809 2.1056 2.1052
C 0.1174 0.8208 -4.2300
C -5.6716 -5.4402 3.1254
C -4.1551 0.1452 0.1733
C -1.8886 2.5925 -5.3865
C -0.0673 5.7462 -2.5824
C -0.2134 0.8497 -5.6280
C 0.0899 7.2830 0.8052
C -5.5097 -4.3710 2.2896
C 0.6418 0.7151 3.7376
C -1.6869 0.8937 2.8631
C 4.2219 3.7791 0.5313
C 4.9376 3.4161 1.6592
H -6.2786 -4.0646 1.5923
H -6.5920 -6.0091 3.1011
H -2.6742 -5.3983 4.7475
H -4.2837 -3.0737 -2.6098
H 4.3094 -2.5629 -0.8021
H -4.0547 0.8644 0.9857
H 1.1139 7.4350 -1.8362
H -2.6412 -1.5451 -3.6203
H 1.0587 1.0221 2.7746
H -4.9998 -0.5119 0.3694
H -1.3400 1.2090 1.8774
H 1.6257 -1.5707 -4.6990
H 2.7328 -3.7794 -1.8976
H -0.8209 -2.5809 -1.3963
H 1.5380 -2.2245 3.8103
H -1.9799 -3.6540 -0.5876
H 4.6279 -0.8714 -1.2003
H -2.0915 -1.1509 4.7828
H -2.6559 0.4017 2.7622
H 1.3789 0.0968 4.2544
H 1.6451 -3.0531 -3.0902
H -0.4891 -0.9620 5.5103
H 5.5248 4.1520 2.1930
H 5.1924 -2.1604 -2.2928
H -2.6125 3.2604 -5.8252
H 0.4771 1.6165 4.3334
H 3.3088 -3.4961 -3.5517
H 4.0617 -1.2386 -4.1214
H 5.8400 -0.3017 2.9404
H -1.6072 -0.5212 -2.6219
H 2.3958 -0.0679 -5.1918
H -1.0725 5.7082 -3.0093
H 0.6573 5.6996 -3.3937
H -0.0671 6.6724 1.6906
H -5.0442 -1.7359 -1.7503
H 2.1190 -2.7618 0.9972
H 1.0685 7.7698 0.8690
H -0.6338 7.7467 -1.8621
H 0.7131 -3.5895 3.0338
H -0.0347 -2.8144 4.4260
H -1.5948 0.4074 5.4448
H 3.7719 -4.0052 2.3899
H -3.3367 -0.1689 -2.7594
H -4.8075 -6.6620 4.6789
H -4.5279 -3.1747 -0.8659
H 5.4189 1.8138 2.9962
H -0.6817 8.0535 0.7493
H 3.5692 0.1057 -3.0601
H -0.1567 3.7209 -1.8588
H 2.9003 3.0332 -0.9963
H 5.6528 -2.7184 3.4158
H -1.8940 -3.6182 -2.3514
H -4.3062 0.7027 -0.7511
H 4.2410 4.7951 0.1631
H -1.8290 1.7941 3.4661
```

This record from the OMol25 dataset describes a 3-piece molecular cluster, C2H3IO2 overall in a non-equilibrium geometry. The level of theory is ωB97M-V/def2-TZVPD.

Calculated values
spin multiplicity	1
energy relative to the best compared isomer or geometry (same formula, charge and spin)	48.1	kcal/mol

```
8
C2H3IO2, DFT ωB97M-V/def2-TZVPD
I -1.7167 -0.6015 2.6610
O 0.4505 2.6158 0.2655
O 0.7804 -0.9396 0.1295
C 0.2073 -0.8605 -0.9845
C 0.8749 2.0590 -0.6189
H -0.5358 -1.0058 1.4723
H 0.7961 -0.5002 -1.9066
H -0.8567 -0.7672 -1.0184
```

This record from the OMol25 dataset describes C41H46N9O7PW as an isolated structure in a non-equilibrium geometry. The level of theory is ωB97M-V/def2-TZVPD.

Calculated values
spin multiplicity	3
net charge	+2
expectation value of S²	2.01
energy relative to the best compared isomer or geometry (same formula, charge and spin)	12.0	kcal/mol

```
105
C41H46N9O7PW, DFT ωB97M-V/def2-TZVPD
W 0.8834 -0.0086 0.2476
P 2.1144 0.2912 -2.0586
O -5.9544 -1.3382 -2.4784
O -5.3466 -3.2261 -3.3276
O -0.0051 -1.4301 -0.6760
O 0.4507 -3.8595 -1.4563
O -0.5956 1.0841 -0.4259
O -0.8361 -4.6561 -2.9895
O -2.7626 1.5074 -0.2023
N -0.3931 -0.2765 2.0243
N -1.9856 0.2313 3.6871
N -1.2478 1.8783 2.2430
N -5.1479 -2.2110 -2.7048
N 2.3167 -1.6974 0.7427
N -0.5590 -3.8467 -2.1404
N 2.1184 1.4912 1.5095
N 3.6681 -1.7300 0.8510
N 3.4759 3.4325 2.5580
C 4.1341 -2.9732 0.9569
C -0.3294 0.4493 -3.3829
C -1.2853 0.0988 -4.3231
C -3.4892 -0.8290 -1.5280
C -1.9055 0.7201 -0.4948
C 5.5059 -2.7456 -2.7507
C 0.1868 -1.5932 -5.1778
C -1.0336 -0.9355 -5.2162
C -2.8268 -2.9792 -2.3743
C 3.2304 -2.2136 -2.1900
C 1.9550 -2.9934 0.7598
C -3.1160 1.0488 4.1677
C 4.2152 -3.1553 -2.4346
C 2.4917 3.8513 -4.0974
C -3.4776 2.1301 3.1793
C 3.5425 4.4829 -3.4548
C -1.2096 0.5894 2.6545
C 2.8049 2.6597 3.6021
C -1.7957 -0.9942 4.4707
C 1.1521 -1.2347 -4.2445
C 1.8744 1.5802 2.9879
C -0.5494 -1.6671 2.4906
C 5.7978 -1.3923 -2.8389
C -3.7797 -2.0030 -2.1771
C -0.5692 -1.7314 4.0027
C 3.5148 -0.8472 -2.2887
C -2.2015 -0.6312 -1.0422
C 4.8049 -0.4422 -2.6241
C 4.1729 3.8501 -2.3904
C -1.5590 -2.7849 -1.8647
C 1.7312 2.8233 0.9161
C -2.1969 2.8440 2.8113
C 2.6697 1.9548 -2.6064
C 2.4874 3.9684 1.6324
C 2.0621 2.5951 -3.6854
C 3.7373 2.6040 -1.9734
C 3.5935 1.2886 1.3721
C 4.3688 2.5434 1.8357
C 0.8972 -0.2197 -3.3261
C -1.2297 -1.6251 -1.1711
C 3.0514 -3.8274 0.9152
H -4.2012 2.8114 3.6235
H 4.2116 -0.8995 0.7069
H 5.1932 -3.1599 1.0404
H 0.2816 -2.2451 2.1260
H 3.8311 0.4478 2.0166
H 3.8810 5.4553 -3.7875
H -1.7526 3.3138 3.6909
H -3.9485 0.3650 4.3358
H 2.9888 4.5997 0.8990
H -1.7301 -0.7123 5.5229
H 5.0453 0.6015 -2.7635
H 1.9451 2.8011 -0.1501
H -3.0620 -3.8788 -2.9248
H 6.7943 -1.0677 -3.1076
H -0.5305 1.2734 -2.7089
H -1.4671 -2.1062 2.0812
H -0.6007 -2.7635 4.3498
H 2.2244 -2.5503 -1.9481
H 4.7971 3.0824 0.9898
H -2.6881 -1.6126 4.3527
H 2.2227 3.3367 4.2265
H -1.7805 -1.2194 -5.9463
H -2.3536 3.6149 2.0612
H 3.9709 -4.2091 -2.3848
H 0.3989 -2.3866 -5.8825
H 1.7907 4.5957 2.1879
H 0.9310 -3.2818 0.6217
H -2.2236 0.6379 -4.3623
H 5.1896 2.2503 2.4901
H 2.0063 4.3262 -4.9397
H 3.8153 1.0261 0.3393
H -3.9211 1.6979 2.2792
H 2.0458 0.5910 3.4118
H -2.8435 1.4779 5.1350
H -1.1119 1.9797 1.2459
H -4.2392 -0.0588 -1.4167
H 3.0539 -4.9022 0.9654
H 4.2703 2.1294 -1.1653
H 0.8325 1.8409 3.1224
H 2.0996 -1.7528 -4.2536
H 0.3401 -1.2732 4.3997
H 1.2599 2.1210 -4.2287
H 3.5668 2.2061 4.2359
H 5.0147 4.3205 -1.8973
H 6.2772 -3.4797 -2.9441
H 0.6587 2.9251 1.0435
```

This record from the OMol25 dataset describes one molecule with the formula C2H2O2S2 in a non-equilibrium geometry. The level of theory is ωB97M-V/def2-TZVPD.

Calculated values
spin multiplicity	1
energy relative to the best compared isomer or geometry (same formula, charge and spin)	35.0	kcal/mol

```
8
C2H2O2S2, DFT ωB97M-V/def2-TZVPD
S -1.7528 -1.1151 -0.1399
S 0.1730 1.1869 1.8085
O 0.3842 -1.0316 -1.1879
O 1.4245 0.9939 -0.4572
C -0.3150 -0.5138 -0.3318
C 0.5325 0.5969 0.4437
H 1.3043 0.5396 -1.2439
H -1.7507 -0.6567 1.1085
```

This record from the OMol25 dataset describes a 2-piece molecular cluster, CH3Br2P overall in a non-equilibrium geometry. The level of theory is ωB97M-V/def2-TZVPD.

Calculated values
spin multiplicity	1
energy relative to the best compared isomer or geometry (same formula, charge and spin)	64.7	kcal/mol

```
7
CH3Br2P, DFT ωB97M-V/def2-TZVPD
Br 2.2646 -0.0788 -0.2702
Br -2.5329 0.0582 -0.1811
P -0.6873 -1.0834 -0.0462
C 0.4115 0.1968 0.5079
H 0.6698 0.3925 1.6370
H 0.1137 1.4632 -0.1653
H -0.2395 -0.9485 -1.4821
```